Below is a structure of composition C20H18F6N4O7S3Tl, with properties calculated with the ωB97M-V functional and the def2-TZVPD basis.

Output
LUMO energy ... 2.31 eV
HOMO level ... -6.3 eV
Frontier orbital gap ... 8.563 eV
Charge ... -1

Atoms and positions in Å:
Tl  1.60000  -0.76957  1.09135
F  2.86360  -3.98159  0.53499
C  1.93090  -4.84641  0.95523
F  2.26018  -6.06063  0.52194
F  1.95244  -4.85890  2.29458
S  0.26673  -4.33145  0.35184
O  0.09616  -3.02928  0.95452
O  -0.60590  -5.38207  0.77269
N  0.45120  -4.35625  -1.19387
S  1.05126  -3.22861  -2.12339
O  1.18339  -1.92538  -1.52066
O  2.14477  -3.72691  -2.89893
C  -0.33668  -3.06628  -3.32204
F  -0.00330  -2.17721  -4.25629
F  -1.44944  -2.67469  -2.71442
F  -0.56543  -4.23779  -3.92539
C  -2.17177  0.71991  1.87775
C  -0.88323  1.43040  2.26014
O  -0.88110  2.24794  3.19208
O  0.15580  1.07564  1.60501
H  -3.00381  1.05678  2.49225
H  -2.03682  -0.35874  1.98984
H  -2.39094  0.90600  0.82477
N  -1.08896  0.94247  5.78718
C  -0.68980  -0.27383  5.28651
C  0.34851  -0.32950  4.33290
N  0.69817  -1.45869  3.75637
C  0.07379  -2.57710  4.15755
C  -0.88165  -2.52485  5.14755
N  -1.28246  -1.38109  5.71091
H  -1.05620  1.68343  5.08920
H  -1.96935  0.88632  6.27563
H  0.84045  0.58312  4.01929
H  0.34020  -3.50206  3.66750
H  -1.36604  -3.43138  5.49133
O  -1.51567  0.26747  -2.67107
S  -0.54654  0.89174  -1.73387
C  -1.09502  2.59855  -1.52819
C  -0.63310  3.36092  -0.46569
C  -1.09812  4.66124  -0.32222
C  -2.01522  5.17890  -1.22642
C  -2.48110  4.39550  -2.27520
C  -2.02559  3.09468  -2.42671
C  0.91638  1.27128  -2.71133
C  0.90750  0.95978  -4.05745
C  2.04706  1.20682  -4.81185
C  3.17612  1.74762  -4.21457
C  3.17602  2.03835  -2.85507
C  2.04423  1.79297  -2.09453
H  0.04654  2.93295  0.26088
H  -0.75738  5.25729  0.51426
H  -2.38187  6.19050  -1.10440
H  -3.20816  4.79612  -2.97064
H  -2.38574  2.44821  -3.21726
H  0.01696  0.51625  -4.48485
H  2.05528  0.96410  -5.86687
H  4.06483  1.93125  -4.80493
H  4.06174  2.44763  -2.38634
H  2.03618  2.00812  -1.03156

---

Below is a structure of composition C20H18F6NiO4PS2SbSe2 in a non-equilibrium geometry, with properties calculated with the ωB97M-V functional and the def2-TZVPD basis.

Output
LUMO energy (alpha / beta) ... -0.45 / -2.87 eV
ΔE to the lowest compared entry with this formula, charge and spin ... 2.603 eV
<S²> ... 3.80
HOMO level (alpha / beta) ... -5.6 / -5.6 eV
Frontier orbital gap (alpha / beta) ... 5.138 / 2.727 eV
Charge ... -1
Multiplicity ... 4

Atoms and positions in Å:
Ni  1.04853  -0.26721  -1.09862
Se  0.07907  0.12210  1.41249
P  2.04005  0.68511  0.57600
Se  3.19178  0.76392  -1.47713
C  2.19550  2.48490  0.92241
C  1.07055  3.30126  0.83432
C  1.03820  4.45716  1.59304
C  2.21329  4.96204  2.21089
C  3.36383  4.17747  2.11540
C  3.33130  2.89710  1.49511
C  3.20846  -0.26218  1.62274
C  2.92769  -0.41731  3.00594
C  3.50205  -1.47593  3.65812
C  4.57980  -2.16144  3.09528
C  4.95307  -1.87337  1.79824
C  4.26446  -0.88202  1.03553
H  0.13275  2.96704  0.41661
H  0.17422  5.10484  1.64806
H  2.18329  5.97687  2.63035
H  4.31558  4.44462  2.59639
H  4.17955  2.26022  1.44562
H  2.17917  0.27218  3.41841
H  3.13382  -1.69421  4.67182
H  5.03498  -2.98725  3.61355
H  5.81539  -2.45266  1.27497
H  4.47600  -0.80299  -0.03997
F  -0.44556  4.82983  -0.49052
Sb  -0.58297  6.73252  -0.73625
F  1.11593  7.03837  0.06440
F  0.33779  6.68465  -2.40620
F  -0.86586  8.63075  -1.02993
F  -2.33459  6.43986  -1.39073
F  -1.20920  6.84267  1.17120
O  -1.59635  0.43633  -2.25015
C  -0.82182  -0.09184  -1.57507
C  -6.69211  -4.86915  -3.31917
S  -6.55034  -3.00554  -2.90503
O  -6.90462  -2.36674  -4.19617
O  -7.58558  -2.66365  -1.83877
O  -5.15416  -2.91326  -2.42149
H  -5.86230  -5.17664  -3.95512
H  -7.64241  -5.12880  -3.77371
H  -6.54687  -5.40412  -2.37276
S  0.70011  -1.92558  -2.40246
C  -0.37782  -3.07723  -1.61876
C  -0.20079  -3.37165  -0.22142
C  -1.05608  -4.28202  0.44595
C  -2.13514  -4.74637  -0.26150
C  -2.43367  -4.28108  -1.52050
C  -1.51331  -3.50937  -2.25157
H  0.56282  -2.88853  0.27004
H  -0.87877  -4.42735  1.49036
H  -2.83702  -5.46383  0.19198
H  -3.42344  -4.48167  -1.93761
H  -1.69824  -3.16084  -3.23465

---

Below is a structure of composition C20H18I2N6OSTa, with properties calculated with the ωB97M-V functional and the def2-TZVPD basis.

Output
LUMO energy ... -11.56 eV
HOMO level ... -15.8 eV
Frontier orbital gap ... 4.224 eV
Charge ... +3

Atoms and positions in Å:
Ta  0.23104  -0.88523  0.25179
N  1.27225  -4.87029  -0.79799
C  1.16860  -3.75398  -0.10682
S  1.88224  -2.27389  -0.88477
N  0.60667  -3.73791  1.08940
N  0.69362  -2.45512  1.57729
C  1.14363  -2.19730  2.75939
C  1.55866  -0.81904  3.01551
C  2.12473  -0.44293  4.21344
C  2.63052  0.85247  4.33857
C  2.53224  1.71348  3.26145
C  1.92508  1.26873  2.09412
N  1.45492  0.02872  1.94461
H  1.76292  -4.90966  -1.67741
H  0.91218  -5.73322  -0.41016
H  1.34433  -3.00435  3.46012
H  2.18670  -1.14936  5.03107
H  3.09454  1.17151  5.26299
H  2.91675  2.72280  3.31180
H  1.81804  1.94613  1.25615
I  -2.54865  0.62435  -6.81465
C  -2.04949  0.04421  -4.88840
C  -2.96928  -0.64680  -4.11008
C  -2.65342  -1.04451  -2.81343
I  -4.01850  -2.04391  -1.62572
C  -1.39115  -0.74174  -2.34707
O  -0.97871  -1.10078  -1.07676
C  -0.43506  -0.03756  -3.09612
C  0.93853  0.27690  -2.56159
N  0.91957  0.71735  -1.08413
C  0.08362  1.97692  -1.00136
C  -0.76119  2.04232  0.23574
C  -1.40600  3.19110  0.65371
C  -2.24261  3.12275  1.75887
C  -2.40787  1.91368  2.42915
C  -1.71714  0.81525  1.97329
N  -0.91573  0.88129  0.89056
C  -0.78855  0.36192  -4.37337
H  -3.94777  -0.87602  -4.51079
H  1.36690  1.10618  -3.12608
H  1.62294  -0.56129  -2.64631
H  1.88288  0.97445  -0.86597
H  -0.58964  1.96679  -1.86036
H  0.73009  2.84764  -1.11439
H  -1.26806  4.11944  0.11486
H  -2.76632  4.00779  2.09711
H  -3.05777  1.82816  3.28849
H  -1.80802  -0.14793  2.46968
H  -0.08327  0.91050  -4.98541

---

Below is a structure of composition C20H18N3OYb in a non-equilibrium geometry, with properties calculated with the ωB97M-V functional and the def2-TZVPD basis.

Output
LUMO energy (alpha / beta) ... -0.88 / -0.87 eV
<S²> ... 0.75
HOMO level (alpha / beta) ... -7.3 / -7.3 eV
Frontier orbital gap (alpha / beta) ... 6.434 / 6.442 eV
Multiplicity ... 2

Atoms and positions in Å:
C  0.49590  -1.67578  3.37801
C  -0.82936  -1.88869  2.90305
C  -0.73850  -2.25267  1.53053
H  -1.74951  -1.75816  3.46212
C  0.64762  -2.24882  1.17476
C  1.41213  -1.87820  2.32143
H  2.48310  -1.77419  2.37439
H  0.76866  -1.35808  4.38548
H  -1.56243  -2.45042  0.86914
H  1.03610  -2.42610  0.18790
C  -0.91462  2.16861  2.06577
C  -0.56084  1.69291  3.34889
C  0.84712  1.50999  3.40759
H  -1.27192  1.44014  4.13870
C  1.39178  1.89834  2.14811
C  0.29513  2.30872  1.32013
H  0.35409  2.59435  0.28474
H  -1.91116  2.34653  1.70455
H  1.41331  1.12690  4.24594
H  2.43394  1.87941  1.87411
Yb  0.03957  -0.00817  1.73212
O  -0.23144  -0.13934  -2.17390
C  -1.38055  -0.92645  -2.66740
C  -0.04012  -0.92799  -3.42548
H  -1.61956  -1.79336  -2.06644
H  -2.18147  -0.34493  -3.10088
H  0.57318  -1.81203  -3.27589
H  0.87013  -1.92377  -5.70944
C  0.61018  -0.87423  -5.80682
C  0.11784  -0.20186  -4.66433
C  -0.20664  1.16455  -4.78087
H  -0.55437  1.69607  -3.90159
C  -0.05133  1.82173  -5.99473
H  -0.29829  2.87555  -6.06765
C  0.42390  1.13977  -7.11572
H  0.54383  1.65654  -8.06108
C  0.75374  -0.21380  -7.00799
H  1.13156  -0.74975  -7.87218
N  -0.67235  -0.21051  4.91198
C  -0.88657  -0.46334  6.04494
N  -1.02718  -0.50831  7.28617
C  -0.30716  0.35386  8.00614
N  0.35254  1.13497  8.58567

---

Below is a structure of composition C20H18N3PRuS2Se2, with properties calculated with the ωB97M-V functional and the def2-TZVPD basis.

Output
LUMO energy (alpha / beta) ... -3.79 / -5.48 eV
ΔE to the lowest compared entry with this formula, charge and spin ... 0.000 eV
<S²> ... 8.79
HOMO level (alpha / beta) ... -9.4 / -11.3 eV
Frontier orbital gap (alpha / beta) ... 5.613 / 5.822 eV
Charge ... +1
Multiplicity ... 6

Atoms and positions in Å:
Ru  0.98421  -1.00997  1.10504
C  4.71414  1.61228  3.96617
S  4.96720  -0.16285  3.70470
C  3.40012  -0.57847  3.04207
S  2.93036  0.14709  1.49732
N  2.66971  -1.45996  3.60709
N  1.58390  -1.81988  2.88870
C  0.74516  -2.73305  3.43429
C  -0.37513  -3.09031  2.68102
C  -1.28606  -4.10023  3.04302
C  -2.38395  -4.32607  2.25889
C  -2.59189  -3.54630  1.10589
C  -1.66739  -2.59160  0.78018
N  -0.57210  -2.36194  1.53109
H  5.61779  1.96596  4.45926
H  3.86037  1.77876  4.61834
H  4.59236  2.14015  3.02282
H  0.97290  -3.14499  4.40695
H  -1.09759  -4.67972  3.93663
H  -3.09069  -5.10072  2.52477
H  -3.46253  -3.68178  0.48072
H  -1.79265  -1.97108  -0.09680
Se  1.14160  -1.11660  -1.34478
P  -0.17969  0.64875  -1.02246
Se  -0.61301  1.06589  1.08397
C  0.65053  2.04489  -1.78547
C  0.87562  1.98452  -3.16319
C  1.53593  3.02413  -3.79119
C  1.97468  4.11596  -3.04863
C  1.75099  4.17251  -1.68205
C  1.08732  3.13371  -1.04068
C  -1.72998  0.38387  -1.90002
C  -2.00113  -0.77268  -2.62362
C  -3.23319  -0.91477  -3.25192
C  -4.17987  0.09346  -3.15819
C  -3.90286  1.25367  -2.44287
C  -2.68257  1.40134  -1.80909
H  0.53322  1.13247  -3.74000
H  1.71094  2.98555  -4.85808
H  2.49495  4.92624  -3.54248
H  2.09247  5.02479  -1.10984
H  0.91192  3.17176  0.02601
H  -1.25941  -1.55642  -2.70690
H  -3.44763  -1.81231  -3.81688
H  -5.13948  -0.02113  -3.64536
H  -4.64059  2.04257  -2.37865
H  -2.46897  2.30256  -1.24579